No. 1
C20H39N4O5Ti | ωB97M-V/def2-TZVPD

Each line ends with the natural charge from an NBO analysis.
Atoms and positions in Å:
1 Ti 0.63072 -0.07034 -0.53484  1.681
2 C -0.57669 -3.10422 -2.56975  -0.635
3 C -0.64874 -3.00515 -1.04413  -0.022
4 C -2.08192 -2.55571 -0.59283  -0.457
5 C -2.74886 -1.16084 -0.83678  0.190
6 C -3.88076 -0.97071 0.14821  -0.711
7 C -3.24514 -0.96642 -2.26152  -0.656
8 N -1.56250 -0.11528 -0.57878  -0.899
9 C -1.88992 1.33910 -0.99892  -0.247
10 C -0.95323 2.42061 -0.44101  -0.234
11 N 0.47638 2.19590 -0.63699  -0.474
12 C 0.98793 2.39632 -2.02984  -0.322
13 C 0.51306 1.28315 -3.02229  0.793
14 O 0.01278 1.70910 -4.05161  -0.656
15 O 0.52477 0.06284 -2.57376  -0.817
16 C 1.25293 2.94178 0.42408  -0.006
17 C 0.99037 4.44569 0.33985  -0.639
18 C 0.98181 2.40818 1.92847  -0.375
19 C 1.40121 0.95799 2.56505  0.194
20 C 2.92268 0.84538 2.61780  -0.636
21 C 0.89132 0.96365 4.01154  -0.647
22 N 0.67423 -0.17457 1.84705  -0.755
23 C 1.26175 -1.53413 1.97017  -0.225
24 C 0.61025 -2.56020 1.02191  -0.236
25 N 0.50519 -2.25035 -0.44758  -0.536
26 C 1.81681 -2.60706 -1.14809  -0.345
27 C 3.06298 -1.72157 -0.81658  0.773
28 O 4.13805 -2.30564 -0.65756  -0.719
29 O 2.79306 -0.50883 -0.69773  -0.717
30 H -1.51081 -3.53794 -2.92964  0.209
31 H 0.23214 -3.75603 -2.89642  0.214
32 H -0.43668 -2.13066 -3.04228  0.244
33 H -0.56327 -4.03230 -0.65881  0.193
34 H -2.17828 -2.74453 0.47797  0.248
35 H -2.75389 -3.27298 -1.07894  0.211
36 H -4.61036 -1.77263 -0.00307  0.203
37 H -4.38773 -0.01409 0.00537  0.202
38 H -3.49720 -1.01258 1.17071  0.264
39 H -3.91603 -1.78964 -2.51337  0.215
40 H -2.42645 -0.94905 -2.98622  0.229
41 H -3.80625 -0.03585 -2.35619  0.214
42 H -1.56248 -0.50701 0.81500  -0.338
43 H -1.13134 -0.65073 -1.43469  0.417
44 H -2.88561 1.58785 -0.63442  0.219
45 H -1.91945 1.35270 -2.08667  0.223
46 H -1.17245 2.45328 0.62326  0.227
47 H -1.25851 3.39882 -0.84686  0.189
48 H 2.07934 2.36518 -2.05098  0.238
49 H 0.65594 3.37785 -2.38020  0.196
50 H 2.30591 2.76844 0.22974  0.233
51 H -0.04397 4.71441 0.56750  0.198
52 H 1.23551 4.83732 -0.64930  0.208
53 H 1.62724 4.95679 1.06421  0.211
54 H -0.07921 2.54053 2.16613  0.195
55 H 1.50642 3.13886 2.55802  0.197
56 H 3.30195 1.73448 3.13177  0.195
57 H 3.37979 0.77825 1.63604  0.265
58 H 3.23583 -0.02040 3.20810  0.198
59 H 1.31476 1.81420 4.55502  0.198
60 H 1.19193 0.05258 4.53373  0.204
61 H -0.19674 1.03833 4.05653  0.209
62 H -0.28370 -0.15575 2.23468  0.411
63 H 1.11859 -1.87949 3.00337  0.189
64 H 2.33683 -1.53572 1.79152  0.225
65 H -0.39240 -2.66032 1.43859  0.235
66 H 1.12235 -3.52267 1.14714  0.194
67 H 1.69915 -2.48789 -2.22163  0.230
68 H 2.12011 -3.63437 -0.92290  0.202
69 O 1.68847 0.83411 0.34466  -0.881

Forces on atoms 1 to 6 (eV/Å):
4.0 2.8 3.8
0.1 0.0 0.0
-0.4 0.2 -0.1
-0.1 0.0 0.3
0.8 0.6 0.7
-0.3 -0.2 0.1

Results
**Spin multiplicity**: 1
**ΔE to the lowest compared entry with this formula, charge and spin**: 225.8 kcal per mole
**LUMO energy (spin up / spin down)**: 2.69 / 2.69 eV
**Net charge**: -1

=====

No. 2
C20H39NO4RhS2Si2 | ωB97M-V/def2-TZVPD

Each line ends with the Mulliken spin population.
Atoms and positions in Å:
1 Rh -0.09621 0.50094 0.92095  2.597
2 C -0.49415 -0.80033 4.01315  0.000
3 O -0.52889 0.45636 3.33534  0.042
4 C 0.45972 1.38283 3.77724  0.005
5 C -0.00548 2.76794 3.39099  -0.002
6 O -0.28519 2.79021 1.99608  0.011
7 C -1.40220 3.59201 1.62913  -0.005
8 C -2.00799 3.02206 0.36017  0.006
9 O -2.21796 1.62217 0.45317  0.002
10 C -3.30145 1.23124 1.29505  0.000
11 H -0.41243 -0.64514 5.09073  0.000
12 H 0.33895 -1.42019 3.67338  -0.002
13 H -1.43470 -1.30138 3.79797  0.002
14 H 1.42403 1.16077 3.30932  -0.002
15 H 0.56709 1.33669 4.86370  -0.001
16 H 0.76894 3.49968 3.63622  -0.002
17 H -0.91109 3.00935 3.95226  0.001
18 H -1.09596 4.62665 1.45372  0.000
19 H -2.14103 3.58399 2.43538  -0.001
20 H -1.32528 3.16281 -0.47556  0.007
21 H -2.94565 3.54053 0.14372  0.000
22 H -4.20426 1.78471 1.02998  0.002
23 H -3.07082 1.38684 2.35214  -0.001
24 H -3.46551 0.17008 1.11713  0.002
25 C 2.03199 -0.96932 -3.16977  0.062
26 Si 1.48185 -0.12670 -1.58677  -0.048
27 C 2.98106 0.78657 -0.89156  0.029
28 C 1.07311 2.94984 -2.18024  -0.008
29 C 0.59516 -1.19344 -0.34255  0.256
30 C 1.56604 -1.69294 0.64712  -0.097
31 C 2.13959 -2.96418 0.67108  0.025
32 C 3.10012 -3.25122 1.62450  -0.005
33 C 3.46472 -2.27454 2.54338  0.019
34 C 2.82637 -1.04927 2.48304  0.002
35 N 1.90164 -0.76640 1.56699  0.028
36 Si -0.94075 -2.24253 -0.73778  -0.023
37 C -2.17438 -1.16956 -1.67057  0.024
38 C -1.65752 -2.66916 0.96093  0.026
39 C -0.50399 -3.77439 -1.73970  0.024
40 H 2.36723 -0.23094 -3.89985  -0.014
41 H 1.22631 -1.54139 -3.62471  -0.008
42 H 2.86378 -1.64626 -2.95540  0.006
43 H 3.42848 1.44526 -1.63511  0.000
44 H 3.73261 0.03896 -0.62251  0.003
45 H 2.76268 1.36579 0.00649  -0.009
46 H 1.87047 2.80627 -2.90475  -0.002
47 H 1.46248 3.06074 -1.16818  -0.002
48 H 0.47975 3.81520 -2.46146  0.009
49 H 1.84051 -3.70301 -0.05966  -0.001
50 H 3.57418 -4.22386 1.64606  0.000
51 H 4.22085 -2.46096 3.29239  0.002
52 H 3.07613 -0.26647 3.19076  0.000
53 H -2.23994 -0.17188 -1.23578  -0.006
54 H -3.17186 -1.61473 -1.64846  0.000
55 H -1.88188 -1.05532 -2.71665  0.005
56 H -1.90290 -1.74280 1.49271  -0.006
57 H -0.94863 -3.23150 1.57300  0.002
58 H -2.57117 -3.26021 0.87752  -0.002
59 H 0.02146 -3.50158 -2.65673  -0.004
60 H -1.41428 -4.30758 -2.02264  0.002
61 H 0.12436 -4.47331 -1.18536  0.000
62 C -1.70083 -0.11784 -5.23726  -0.001
63 O -0.72212 0.03838 -4.21245  0.038
64 C -0.16447 1.27169 -4.02037  0.480
65 S -0.56601 2.65931 -4.88589  0.324
66 S -0.02167 1.50900 -2.17817  0.192
67 H -2.12476 -1.11091 -5.09867  0.001
68 H -1.24134 -0.04599 -6.22287  0.001
69 H -2.47695 0.64239 -5.15546  0.012

Forces on atoms 1 to 6 (eV/Å):
-0.5 -0.1 0.0
0.0 -0.2 0.1
0.1 0.0 -0.3
0.0 0.2 0.0
0.1 -0.1 0.2
0.1 -0.3 -0.1

Results
**Spin multiplicity**: 5
**ΔE to the lowest compared entry with this formula, charge and spin**: 35.2 kcal per mole
**<S²>**: 6.011
**LUMO energy (spin up / spin down)**: -2.28 / -4.64 eV
**Net charge**: +1

=====

No. 3
C20H40AlF2N4O4 | ωB97M-V/def2-TZVPD

Each line ends with the Mulliken spin population.
Atoms and positions in Å:
1 N 5.31706 -0.83698 -8.49051  0.000
2 Al 4.52801 -0.34020 -6.81653  0.000
3 N 6.02966 -0.03852 -5.57832  0.000
4 C 6.41211 1.30854 -5.60069  0.000
5 O 5.82129 2.23159 -5.28140  0.000
6 F 7.65706 1.47305 -6.07528  0.000
7 C 5.78980 -0.47133 -4.30598  0.000
8 O 5.83641 -1.57717 -4.00616  0.000
9 F 5.51277 0.42420 -3.34089  0.000
10 H 5.73212 -1.75239 -8.30212  0.000
11 H 6.14089 -0.23967 -8.58877  0.000
12 H 3.78370 1.05477 -7.01814  0.000
13 H 3.51146 -1.47595 -6.34933  0.000
14 C 2.51167 -1.21865 -2.69973  0.024
15 C 1.58525 0.02185 -2.56751  0.035
16 C 1.88777 0.80542 -1.28036  0.033
17 C 1.28385 0.22661 -0.00142  -0.021
18 C -0.19067 -0.11016 -0.19572  0.014
19 C -0.42007 -1.01829 -1.40426  0.023
20 N 0.16204 -0.43333 -2.64246  0.334
21 O -0.58138 0.55615 -3.01552  0.568
22 C 0.18500 -2.40287 -1.09884  0.019
23 C -1.91477 -1.29186 -1.57183  -0.008
24 C 1.97023 0.92627 -3.74169  -0.012
25 H 1.96708 -2.09627 -3.04680  -0.014
26 H 3.29441 -1.06385 -3.43712  -0.005
27 H 3.00691 -1.47323 -1.75997  0.001
28 H 1.50602 1.82666 -1.38996  -0.002
29 H 2.96921 0.89854 -1.16173  0.002
30 H 1.84257 -0.65808 0.31726  0.000
31 H 1.38721 0.95243 0.80961  0.002
32 H -0.57943 -0.58861 0.70869  0.005
33 H -0.76049 0.81819 -0.31349  0.009
34 H 0.05992 -3.07955 -1.94593  -0.010
35 H -0.32335 -2.84986 -0.24153  0.001
36 H 1.24057 -2.37745 -0.84241  0.002
37 H -2.49476 -0.37864 -1.70436  0.000
38 H -2.30541 -1.79288 -0.68398  0.002
39 H -2.09752 -1.94200 -2.42975  -0.003
40 H 1.73288 0.45879 -4.69877  -0.001
41 H 3.04138 1.12704 -3.72581  0.002
42 H 1.47360 1.89626 -3.69986  -0.001
43 C -4.01251 1.15102 6.35813  0.014
44 C -2.70807 1.07316 5.51586  0.027
45 C -2.66258 2.19302 4.46278  0.023
46 C -3.48463 1.94041 3.19989  -0.021
47 C -3.21613 0.54662 2.64271  0.034
48 C -3.42286 -0.54474 3.69353  0.025
49 N -2.60564 -0.28803 4.91279  0.351
50 O -1.36663 -0.53210 4.64013  0.570
51 C -4.92500 -0.62300 4.03222  0.019
52 C -3.10303 -1.91264 3.09100  -0.012
53 C -1.57824 1.34892 6.51187  -0.009
54 H -4.44675 0.16592 6.52574  -0.011
55 H -3.82749 1.55427 7.35390  0.001
56 H -4.77172 1.78364 5.89450  0.000
57 H -1.62348 2.34368 4.15185  0.003
58 H -2.97994 3.13299 4.92076  0.001
59 H -4.55079 2.07613 3.40502  0.000
60 H -3.22895 2.68839 2.44621  0.002
61 H -3.86643 0.36597 1.78326  0.000
62 H -2.19250 0.50488 2.25760  -0.008
63 H -5.11522 -1.38006 4.79562  -0.008
64 H -5.49171 -0.90293 3.14295  0.000
65 H -5.35171 0.31598 4.37606  0.001
66 H -2.08224 -1.97602 2.71503  0.002
67 H -3.76588 -2.11449 2.24889  0.001
68 H -3.24749 -2.70600 3.82725  -0.003
69 H -1.50951 0.56081 7.26444  -0.002
70 H -1.76606 2.29214 7.02580  0.001
71 H -0.60888 1.44353 6.02359  0.001

Forces on atoms 1 to 6 (eV/Å):
0.2 0.1 1.2
-0.3 -0.4 -1.9
0.2 1.5 0.5
1.2 -3.1 -0.9
-2.3 4.0 1.3
0.8 -0.3 -0.5

Results
**Spin multiplicity**: 3
**<S²>**: 2.008
**LUMO energy (spin up / spin down)**: 1.88 / 1.38 eV
**Net charge**: -1

=====

No. 4
C20H41BN2O3 | ωB97M-V/def2-TZVPD

Each line ends with the natural charge from an NBO analysis.
Atoms and positions in Å:
1 C 4.07430 -2.26966 -1.05180  -0.609
2 C 4.07885 -1.17940 -2.15588  -0.394
3 C 4.01944 0.19061 -1.48937  -0.394
4 C 4.00776 1.37514 -2.47336  -0.388
5 C 3.28026 2.62125 -1.93616  -0.399
6 C 3.96336 3.12000 -0.66748  -0.403
7 C 3.28119 4.32318 0.03547  -0.390
8 C 1.76995 4.22649 0.24970  -0.397
9 C 1.33872 3.31092 1.39166  -0.403
10 C 1.48135 1.80056 1.09775  -0.398
11 C 0.18860 1.00806 1.37711  -0.391
12 C -0.66883 0.83762 0.10331  -0.403
13 C -2.13216 0.59345 0.51036  -0.297
14 C -2.35830 -0.93364 0.74177  0.724
15 O -1.76194 -1.62586 1.45587  -0.532
16 N -3.43695 -1.42639 -0.05293  -0.677
17 C -3.60337 -0.47378 -1.16114  -0.212
18 C -3.24477 0.87946 -0.52035  -0.606
19 B -3.09228 2.04862 -1.56425  1.116
20 N -3.54509 3.42776 -1.22086  -1.132
21 O -2.57555 1.83554 -2.83052  -0.898
22 H 4.25051 -1.81797 -0.08116  0.202
23 H 3.13836 -2.81911 -1.03304  0.209
24 H 4.89267 -2.96532 -1.22959  0.207
25 H 4.93585 -1.28532 -2.81627  0.197
26 H 3.17003 -1.28386 -2.74524  0.195
27 H 4.83018 0.34755 -0.78166  0.196
28 H 3.09349 0.22201 -0.91163  0.191
29 H 3.62190 1.07313 -3.44669  0.200
30 H 5.04601 1.68046 -2.62029  0.191
31 H 2.21393 2.43812 -1.82770  0.192
32 H 3.38439 3.37504 -2.71835  0.202
33 H 4.13131 2.34442 0.07729  0.200
34 H 4.95322 3.46504 -0.97065  0.203
35 H 3.53247 5.21958 -0.53107  0.197
36 H 3.78266 4.44616 0.99633  0.198
37 H 1.42238 5.22896 0.50829  0.205
38 H 1.27969 3.98889 -0.69203  0.195
39 H 0.27486 3.48984 1.55112  0.197
40 H 1.86219 3.52806 2.32093  0.204
41 H 1.71865 1.64857 0.05053  0.197
42 H 2.25606 1.34154 1.70690  0.204
43 H -0.38988 1.43304 2.19344  0.194
44 H 0.48660 0.00203 1.66076  0.216
45 H -0.30373 -0.05988 -0.39561  0.211
46 H -0.54163 1.67426 -0.58552  0.200
47 H -2.39036 1.16979 1.39260  0.234
48 H -4.31114 -1.45039 0.46601  0.382
49 H -4.54011 -0.48364 -1.70027  0.210
50 H -2.77591 -0.65384 -1.85006  0.193
51 H -4.09648 1.21286 0.08701  0.222
52 H -4.44228 3.54939 -1.69768  0.377
53 H -2.93369 4.11160 -1.66411  0.374
54 H -3.10132 2.35070 -3.45824  0.491
55 C -2.87616 -4.43842 2.33573  -0.437
56 C -2.52512 -5.79412 2.93683  -0.430
57 C -3.88098 -6.48428 2.96739  -0.066
58 O -4.62839 -5.96299 1.86562  -0.543
59 C -3.95226 -4.81750 1.33086  -0.062
60 H -2.03514 -3.92646 1.88124  0.245
61 H -3.29444 -3.78656 3.10734  0.195
62 H -1.84599 -6.33139 2.26993  0.199
63 H -2.05851 -5.73224 3.91934  0.215
64 H -4.42444 -6.25155 3.89006  0.160
65 H -3.80654 -7.56888 2.87398  0.180
66 H -3.51384 -5.09929 0.36803  0.166
67 H -4.67361 -4.01796 1.16043  0.175

Forces on atoms 1 to 6 (eV/Å):
0.5 0.1 -0.7
-0.3 -0.1 1.0
-0.4 0.5 -0.7
0.2 0.1 0.5
0.6 -0.4 -0.4
-0.4 0.8 0.2

Results
**Spin multiplicity**: 1
**ΔE to the lowest compared entry with this formula, charge and spin**: 0.0 kcal per mole
**LUMO energy**: 0.05 eV
**Net charge**: 0
**SMILES string**: CCCCCCCCCCCC[C@@H]1C(=O)NC[C@@H]1B(N)O.C1CCOC1